(1)
The molecule C2H4OS. Source: the Open Molecules 2025 dataset; level of theory: wB97M-V/def2-TZVPD.

CARTESIAN COORDINATES (ANGSTROEM)
C: -1.118 -0.331 -0.024
H: -1.617 0.307 -0.627
H: -1.547 -0.225 0.957
C: 0.352 0.243 0.034
O: 2.824 0.473 -0.015
H: 0.474 1.361 -0.133
S: 1.744 -0.513 -0.067
H: -1.112 -1.315 -0.124

As for the HOMO energy: -0.3462 Eh. Its net charge is 0. Its frontier orbital gap is 9.6 eV.

Atom charges from the natural (NBO) analysis, given in e for atoms 1 to 5:
1. C -0.613
2. H 0.224
3. H 0.223
4. C -0.537
5. O -0.925

---

(2)
A structure of composition C15H35AsCuF6N6O8. Source: the Open Molecules 2025 dataset; level of theory: wB97M-V/def2-TZVPD.

CARTESIAN COORDINATES (ANGSTROEM)
H: 4.927 2.214 -1.256
H: -1.019 -1.865 3.577
H: 1.397 -4.435 2.195
C: 2.961 -2.426 2.065
H: -4.778 0.811 3.652
H: -0.765 -4.615 2.292
H: -0.197 -0.408 4.092
N: 4.294 -0.745 -1.556
H: 4.252 1.732 0.332
H: -0.462 -2.380 -3.192
H: 5.221 -0.598 -1.931
C: -1.419 -1.635 -1.429
F: -3.675 2.555 0.685
N: -2.737 -1.629 -1.284
H: 2.379 2.601 -2.907
H: -1.501 -0.194 -3.990
H: 3.162 -1.370 2.246
O: 2.150 3.152 3.200
O: 1.786 2.014 1.400
O: -1.003 0.259 1.667
N: -0.418 1.686 -4.055
F: -1.054 2.583 0.256
F: -2.158 4.162 2.030
C: -3.598 -0.669 -0.622
H: -3.000 0.207 -0.370
C: 3.749 0.284 -0.954
H: -1.692 -3.360 -2.424
H: -3.131 -2.525 -1.530
O: -0.702 -0.788 -0.976
H: 0.023 -3.161 -1.700
C: 0.441 2.114 -3.126
H: 5.607 0.857 -0.232
F: -1.152 4.997 -0.217
C: -1.706 0.037 2.728
H: -3.563 1.726 4.554
H: 3.639 -2.708 1.259
H: 1.255 3.967 -2.850
H: -1.175 -3.226 1.172
C: 4.718 1.379 -0.587
H: 3.021 -3.078 2.937
H: -0.352 1.868 -5.046
H: -3.664 -0.064 4.741
Cu: 0.347 0.621 0.127
N: 0.915 -3.689 1.714
N: 1.934 2.069 2.611
H: 1.694 3.235 -4.505
As: -2.399 3.789 0.327
N: -2.854 0.743 2.896
C: 1.561 -2.544 1.544
O: 0.351 1.703 -1.961
H: 3.149 -2.487 -1.599
H: -3.913 -1.108 0.325
H: -0.467 -4.622 0.449
C: -0.513 -4.065 1.385
C: -1.172 -0.814 3.824
C: -3.766 0.778 4.056
C: 3.559 -1.740 -2.280
H: -4.492 -0.291 -1.118
O: 1.927 1.082 3.368
O: 2.496 0.377 -0.755
C: 1.563 3.098 -3.431
C: -0.827 -2.727 -2.226
C: -1.559 0.858 -3.711
O: 1.168 -1.471 1.007
H: -3.187 1.348 2.159
H: 4.195 -2.343 -2.927
F: -3.668 5.062 0.333
H: -2.324 1.368 -4.296
H: 2.768 -1.286 -2.876
F: -2.856 3.349 -1.318
H: -1.968 1.017 -2.713
H: -1.722 -0.635 4.748

Its expectation value of S² is 0.75. As for the HOMO energy (alpha / beta): -0.2827 / -0.2794 Eh. Its net charge is 0. Its frontier orbital gap (alpha / beta) is 7.5 / 5.7 eV. As for the multiplicity: 2.

Atom charges from the Mulliken analysis, given in e for atoms 1 to 5:
1. H 0.293
2. H 0.035
3. H 0.233
4. C -1.347
5. H 0.328

---

(3)
A cluster of 2 separate species, CH3N2O3S in total. Source: the Open Molecules 2025 dataset; level of theory: wB97M-V/def2-TZVPD.

CARTESIAN COORDINATES (ANGSTROEM)
N: -2.080 -0.039 -0.031
O: -0.494 -1.427 1.317
H: 4.915 0.059 0.309
N: 2.843 -0.641 0.044
H: -2.660 0.289 -0.827
O: -0.730 0.357 -0.413
C: 3.932 -0.285 0.227
O: -0.610 -2.085 -1.146
H: -2.222 0.457 0.841
S: -0.616 -1.203 -0.068

As for the HOMO energy: -0.5881 Eh. Its net charge is +1. Its frontier orbital gap is 9.8 eV.

Atom charges from the natural (NBO) analysis, given in e for atoms 1 to 5:
1. N -0.502
2. O -0.720
3. H 0.245
4. N -0.395
5. H 0.450

---

(4)
The molecule C3H2ClNO2. Source: the Open Molecules 2025 dataset; level of theory: wB97M-V/def2-TZVPD.

CARTESIAN COORDINATES (ANGSTROEM)
O: -1.058 -0.155 1.483
N: 0.008 0.740 1.644
O: 0.432 -0.344 -1.699
C: 0.685 0.777 0.565
H: 1.573 1.405 0.462
Cl: -2.086 -1.787 -0.286
C: -0.968 -0.594 0.169
C: 0.097 -0.087 -0.443
H: 1.318 0.046 -1.894

As for the SMILES: Oc1cnoc1Cl. As for the HOMO energy: -0.3372 Eh. Its net charge is 0. Its frontier orbital gap is 9.5 eV.

Atom charges from the natural (NBO) analysis, given in e for atoms 1 to 5:
1. O -0.282
2. N -0.093
3. O -0.638
4. C -0.071
5. H 0.221

---

(5)
The ion C7H16N6 with charge +2. Source: the Open Molecules 2025 dataset; level of theory: wB97M-V/def2-TZVPD.

CARTESIAN COORDINATES (ANGSTROEM)
H: -0.687 -1.621 0.944
C: -0.849 1.092 -0.338
C: 0.913 0.101 0.181
N: -4.084 -0.087 0.675
H: -4.258 0.440 1.518
N: -2.770 -0.651 -1.138
H: 2.042 -2.597 -1.151
N: -2.047 0.961 0.337
H: -3.458 -1.296 -1.504
H: 2.868 -1.036 -1.158
N: 1.148 -1.159 0.055
C: -2.988 0.065 -0.048
N: -0.223 2.298 -0.257
H: 1.653 3.255 -0.275
H: -1.948 -0.443 -1.690
H: 3.007 -2.123 0.245
N: 1.719 1.165 0.036
H: 0.630 -2.753 1.293
H: 3.414 0.293 0.914
C: 3.147 1.166 0.326
H: 3.407 2.058 0.894
C: 2.339 -1.749 -0.533
C: 0.178 -2.126 0.523
H: -0.745 3.172 -0.281
H: -4.814 -0.724 0.389
C: 1.096 2.339 -0.185
H: 3.725 1.170 -0.599
H: -2.279 1.561 1.125
H: -0.134 -2.772 -0.298

As for the HOMO energy: -0.5623 Eh. Its net charge is +2. Its frontier orbital gap is 8.6 eV.

Atom charges from the natural (NBO) analysis, given in e for atoms 1 to 5:
1. H 0.215
2. C 0.138
3. C 0.478
4. N -0.732
5. H 0.437

---

(6)
The molecule C16H17N3O4. Source: the Open Molecules 2025 dataset; level of theory: wB97M-V/def2-TZVPD.

CARTESIAN COORDINATES (ANGSTROEM)
C: 0.944 -0.701 0.917
N: 0.026 -0.445 2.009
H: -2.420 -0.453 0.664
H: 0.603 -1.164 -2.511
C: 3.134 2.413 2.187
C: 4.372 2.508 1.371
C: 0.399 -1.838 0.050
C: -2.740 -1.145 -1.895
H: 0.762 2.963 4.361
O: -0.758 0.773 3.733
H: -3.473 -1.283 -1.118
C: 2.650 3.200 3.195
C: 0.101 0.599 2.880
C: -1.102 -1.343 2.107
C: -1.871 -1.393 0.787
N: -2.716 -0.427 -5.521
C: -3.179 -0.872 -3.166
H: -0.763 -2.342 2.403
C: 1.428 2.625 3.596
H: -4.233 -0.784 -3.381
O: 2.285 1.395 1.945
H: -0.200 -0.691 -4.752
H: 0.422 -2.781 0.607
C: -1.365 -1.271 -1.603
N: -0.962 -1.559 -0.337
C: -2.264 -0.710 -4.204
H: -2.594 -2.218 0.828
H: 1.033 -1.965 -0.823
H: -1.750 -0.955 2.897
C: -0.900 -0.827 -3.942
H: 4.967 1.603 1.476
O: -3.915 -0.317 -5.703
H: 4.125 2.626 0.316
H: 1.936 -0.970 1.300
H: 3.112 4.078 3.597
C: 1.239 1.519 2.803
C: -0.461 -1.101 -2.671
O: -1.879 -0.310 -6.399
H: 1.048 0.200 0.302
H: 4.959 3.361 1.696

As for the SMILES: Cc1ccc(C(=O)N2CCN(c3ccc([N+](=O)[O-])cc3)CC2)o1. As for the HOMO energy: -0.3052 Eh. Its net charge is 0. Its frontier orbital gap is 8.2 eV.

Atom charges from the natural (NBO) analysis, given in e for atoms 1 to 5:
1. C -0.215
2. N -0.433
3. H 0.206
4. H 0.209
5. C 0.319

---

Energy above the lowest of the compared OMol25 structures with the same formula, charge and spin values, unit kcal per mole, following the record order: 45.0, 52.3, 54.5, 48.8, 53.7, 84.9.